Entry 1:
Density functional theory data (wB97M-V/def2-TZVPD) for 7 unconnected molecules or ions with the total composition C6H28BN12O6 in a non-equilibrium geometry.

Properties
HOMO energy in eV: -7.1
Frontier orbital gap in eV: 9.521
E_LUMO in Ha: 0.089
Multiplicity: 1
Energy above the lowest of the compared OMol25 structures with the same formula, charge and spin in kcal per mole: 0.00
Net charge: -1

XYZ file:
```
53
Properties=species:S:1:pos:R:3:forces:R:3
N 3.799 0.688 -1.672 -0.73 -0.19 0.09
C -2.787 -3.022 0.394 1.98 -1.19 -0.61
H -2.311 -0.984 -3.310 0.73 0.20 0.00
H -2.950 0.877 -0.502 0.00 -0.05 0.00
C 4.081 1.332 -0.508 1.05 0.94 -0.70
H 2.070 1.412 0.211 0.86 -0.16 -0.20
H -4.665 0.914 -0.693 -0.01 0.00 -0.09
C 0.661 -0.239 3.484 0.25 -0.52 0.52
O -0.470 0.142 3.752 0.12 0.31 -0.40
B -0.127 0.608 -0.446 -0.55 -0.18 -0.56
H 0.944 -0.889 -2.933 -0.17 0.03 -0.20
H -1.611 -1.519 1.309 -0.11 0.09 -0.20
N 3.072 1.526 0.370 -0.34 -0.22 0.70
N 1.115 -0.499 2.236 -0.78 -0.12 -0.50
H 0.480 -0.266 1.475 0.43 -0.18 0.28
H 1.383 -0.079 5.353 0.29 -0.32 0.19
O 5.206 1.794 -0.314 -0.17 -0.35 0.24
H -1.390 -2.127 -0.808 -0.15 0.11 -0.26
H -0.842 1.445 -0.837 -0.67 0.71 -0.19
H 0.990 -1.252 -0.695 0.17 -0.45 -0.31
H -1.729 0.031 -1.910 0.71 -0.38 -0.68
N -2.410 -0.486 -2.445 -1.67 0.42 -0.33
H 0.406 0.146 -1.380 0.48 -0.20 -0.91
O -4.694 -0.368 -2.850 0.15 -0.06 -0.40
N -2.027 -2.900 -0.749 -0.02 0.14 0.26
O 1.852 -3.829 -2.301 -0.59 0.08 -0.37
O -3.581 -3.936 0.535 -0.78 0.65 0.25
O -0.782 5.297 1.251 -0.30 -0.13 -0.74
N 1.580 -0.508 4.469 -0.38 0.25 -0.16
H 0.882 4.224 -0.327 -0.20 0.12 -0.01
H 2.917 0.223 -1.799 0.08 -0.11 -0.09
H 1.144 -2.098 -4.137 0.11 -0.36 0.11
H -2.363 -3.284 -1.612 -0.16 -0.04 0.09
C -3.704 -0.062 -2.215 0.43 -0.18 1.25
H -0.737 -0.224 0.113 -0.61 -0.80 0.42
N 1.028 -1.864 -3.169 -0.48 0.42 0.18
C 1.441 -2.687 -2.155 1.42 -0.26 -0.31
H 0.669 1.000 0.287 0.49 0.48 0.71
H -0.731 2.236 1.918 -0.38 -0.16 0.40
H 3.369 1.964 1.224 -0.14 0.15 -0.06
H -1.751 3.463 2.657 -0.01 -0.05 -0.01
N -3.761 0.691 -1.066 -0.38 0.29 -0.07
H -2.822 -2.290 2.264 0.16 0.10 0.06
H 1.727 -2.730 -0.214 -0.03 0.09 0.06
H 2.075 -0.692 2.016 0.05 0.19 0.07
C -0.564 4.098 1.100 0.74 0.88 1.86
N -2.308 -2.233 1.403 -0.98 -0.13 0.73
N 1.568 -2.056 -0.947 -0.29 -0.03 0.86
H 2.416 -1.009 4.244 0.20 0.20 0.37
N 0.373 3.590 0.261 0.24 -0.38 -0.60
H 0.399 2.593 0.041 -0.20 0.88 0.07
N -1.043 3.188 2.006 0.08 -0.44 -0.85
H 4.510 0.647 -2.375 0.06 -0.07 0.07
```
Positions in Å, forces in eV/Å.

Entry 2:
Density functional theory data (wB97M-V/def2-TZVPD) for a molecular structure, C43H66N2O51S6 in a non-equilibrium geometry.

Properties
HOMO energy in eV: -10.5
Frontier orbital gap in eV: 10.337
E_LUMO in Ha: -0.005
Multiplicity: 1

XYZ file:
```
168
Properties=species:S:1:pos:R:3:forces:R:3
C -5.242 -4.327 -0.417 -0.81 0.35 -1.01
O 2.187 3.973 -0.402 -1.25 -0.09 0.89
H 3.409 -0.865 -5.201 -0.85 -0.17 0.02
O 4.333 -3.476 -0.818 -0.31 -1.44 0.45
S -3.802 1.810 -3.182 1.53 0.07 0.18
H 2.527 3.314 -4.939 -0.10 0.08 0.34
C 5.312 -0.445 1.698 -0.66 0.12 -0.34
H -0.781 -6.257 -4.098 0.02 -0.52 -0.29
C -0.610 -2.341 -2.949 -0.76 0.08 -1.11
O 0.944 3.105 1.311 2.28 0.58 -1.34
H 2.557 -2.704 -0.386 -0.95 0.90 -0.03
H -7.595 -0.981 3.703 0.34 -0.39 0.09
H -4.802 1.020 -6.298 0.09 0.01 -0.42
H -6.370 1.640 1.734 -0.03 -0.06 0.36
C 4.355 -1.120 -4.777 1.03 0.92 1.00
S 5.099 0.475 -2.965 1.22 -2.66 0.24
C -6.560 -0.998 4.075 -0.70 -0.58 -1.34
H -2.355 2.900 3.510 -0.47 -0.26 -0.38
O -6.797 -3.678 2.743 0.69 0.96 -0.42
O -0.699 -3.628 3.225 -0.07 -1.27 -1.46
H 1.495 1.353 5.117 -0.10 0.37 -0.29
O 4.270 1.579 -3.196 -1.57 1.51 -0.86
O -5.675 -1.442 2.946 -0.99 1.28 0.45
H -1.887 4.387 -1.466 -1.56 1.18 2.32
C 8.169 4.234 2.617 -0.74 0.11 -0.22
S 3.965 -4.492 -1.968 1.04 -0.05 -4.31
O -2.271 5.196 2.805 -0.19 0.31 -0.29
C -6.319 -1.996 5.197 1.83 -0.37 0.43
O -0.473 5.656 -3.705 -0.38 0.59 -0.70
O -0.303 -5.913 -2.193 0.37 0.99 1.57
O 3.238 2.818 1.237 -2.05 0.14 -1.81
O -5.450 -2.994 4.631 0.65 -0.58 -0.48
H -5.846 0.922 -4.956 -2.69 0.04 1.21
H -3.465 -5.319 0.116 0.07 0.52 0.92
C -0.785 -6.824 -3.174 -0.78 0.03 1.17
C -4.865 0.953 -5.227 3.95 -0.90 -0.67
H -0.605 1.133 -1.781 -0.08 -0.42 0.08
H 4.637 -2.154 -4.962 -0.03 0.11 0.15
C 2.020 3.284 0.740 -1.06 -0.73 2.33
C -4.097 -3.648 -2.267 -0.62 0.76 -0.22
O 6.186 7.211 1.817 -0.27 -0.43 -0.76
C 2.505 -4.816 0.028 -2.18 -1.28 0.24
H 2.287 3.460 5.919 -0.44 0.24 0.31
H 4.034 4.889 -0.289 0.46 1.83 0.67
H -2.861 -6.369 -3.025 -0.64 0.11 -0.01
H -5.718 -1.641 6.040 -0.31 0.53 -0.24
C 4.374 1.755 4.501 1.59 0.27 0.16
N 7.233 1.261 1.364 0.17 0.31 -0.16
C 1.062 2.615 -3.397 0.55 0.43 0.06
O 0.658 4.186 -5.111 -0.64 0.09 1.52
C 2.631 3.218 4.933 1.44 -0.71 -0.07
S 0.823 -3.431 2.981 1.94 -2.17 -0.17
O 8.024 5.535 1.919 0.30 -0.86 -0.15
O 7.615 7.077 3.762 -0.13 -0.57 -0.02
H -0.165 -7.709 -3.136 0.30 -0.15 -0.47
C 2.091 1.910 4.380 -0.24 -1.08 0.44
O -0.173 -0.969 -3.189 -0.24 -0.77 -0.24
H 4.930 0.784 -5.808 -0.14 0.18 0.36
C -3.993 -0.232 -4.684 -0.24 0.91 0.27
H -6.318 0.005 4.304 0.78 0.89 0.22
O -4.346 -3.444 2.450 -0.82 0.66 0.63
H -1.223 0.484 -0.258 -0.75 0.14 0.16
S 6.970 6.407 2.674 -0.48 0.39 1.38
O 0.442 3.824 -2.878 0.18 -0.51 -0.92
O -4.153 2.088 -4.716 -0.58 0.44 0.81
H 0.295 1.818 -3.443 0.70 0.40 0.22
C -2.257 5.140 -0.608 1.57 -0.39 -1.59
H -1.590 -1.908 3.704 -0.28 -0.57 0.67
O -0.743 -5.487 0.018 0.64 1.07 1.43
C -0.984 -6.005 -0.995 -1.26 -2.35 -3.17
O 4.336 -0.933 -3.299 0.51 1.34 -0.93
O 4.062 2.930 5.094 -0.34 0.04 -0.48
H -0.941 -3.853 -4.646 0.02 0.64 0.44
C -0.218 -0.760 -4.505 -0.04 -0.50 -1.38
H 5.205 -0.861 0.681 -0.18 -0.66 0.71
O -3.192 -4.180 -1.439 0.21 0.58 -1.35
O 1.388 -4.759 3.150 -0.27 1.78 -0.03
C -2.852 1.984 3.140 -0.46 0.82 1.08
H -7.239 0.480 -0.990 -0.05 0.45 -0.61
H 1.321 2.246 -5.526 -0.81 -1.17 -1.22
O -3.921 -3.166 -3.360 0.52 -0.65 0.52
C -0.444 1.080 -0.703 -1.56 2.02 -0.77
O 5.732 0.398 -1.704 0.20 -0.48 0.06
C -1.013 6.003 -0.283 -1.23 -0.30 0.14
O 1.115 -2.450 4.179 -0.23 0.18 -0.01
H -0.139 -2.711 -2.058 0.38 -0.25 0.14
H 3.471 -3.143 1.010 0.72 0.49 1.86
O -2.597 2.554 -2.888 -1.44 -1.07 -0.29
H -7.150 -2.519 5.594 -1.26 -0.12 0.06
O -3.654 -0.789 -0.002 -0.06 0.32 0.35
H -3.119 -0.457 -5.305 -0.28 0.18 0.07
H -3.165 5.711 -0.857 0.58 -0.14 -0.54
O 3.266 1.078 4.194 0.10 0.10 -0.57
H -1.689 -2.350 -2.859 -0.24 0.28 0.45
H 0.220 -3.182 5.803 -0.11 -0.26 1.11
H -2.315 0.192 2.117 0.38 0.05 0.08
C -1.849 0.956 2.757 0.09 -0.62 -0.43
H -0.466 2.167 -0.413 0.07 -1.18 0.31
C 4.067 2.788 0.021 -0.27 0.23 0.82
H 3.909 1.862 -0.578 0.02 0.62 0.71
H 2.534 4.034 4.240 -0.07 0.39 -0.15
C 0.126 4.656 -3.902 1.22 -1.36 -0.25
O -0.154 0.292 -5.060 0.13 1.06 0.29
C 0.762 0.430 -0.421 2.83 -1.02 0.26
C -2.188 -7.103 -2.615 0.54 0.10 0.85
O -4.763 1.087 0.557 0.08 -0.04 0.27
O 3.206 -3.784 -3.014 0.73 -0.94 1.95
O 5.528 1.394 4.314 -2.28 0.28 0.33
H -0.979 1.421 2.273 0.01 -0.49 0.40
C 1.480 3.010 -4.838 0.26 1.84 1.77
O -1.532 0.330 4.053 0.45 0.61 -1.48
C -1.213 -2.819 4.211 0.01 2.38 0.82
O 1.173 -2.715 1.802 -0.56 0.03 -0.12
O -4.935 1.949 -2.308 0.45 -0.18 -0.78
O -2.650 0.076 5.937 -0.37 -1.18 1.99
H -2.559 -8.105 -2.600 -0.19 -0.56 -1.01
O -2.035 -6.894 -1.190 0.91 1.30 -0.10
H -4.587 -1.104 -4.498 -0.10 -0.54 0.13
H -0.142 -1.401 5.451 0.28 -0.34 0.29
H -1.940 -3.366 4.782 -0.52 -0.05 0.05
H 1.552 1.996 3.431 0.26 0.04 0.20
H 4.326 -0.098 2.056 0.54 0.57 -0.49
H -0.086 5.470 -0.470 0.10 -0.13 0.20
H 7.517 4.673 4.641 -0.34 -0.31 -0.25
H 5.623 -1.081 2.520 0.28 -0.65 -0.41
H -5.729 -5.297 -0.534 0.50 -0.23 0.05
H 3.745 3.882 -1.715 -0.16 0.56 -0.57
O -1.192 6.278 1.117 -0.60 -0.50 0.30
C -6.899 0.271 0.000 0.50 -0.51 1.87
C -0.300 -3.039 -4.275 2.51 0.82 -1.12
H 0.792 -3.325 -4.332 -1.20 -0.19 0.28
H 6.647 3.273 3.875 -0.05 -0.03 0.05
O -2.569 4.607 0.696 -0.88 -1.88 -1.72
H -3.620 2.201 2.390 0.40 -0.03 0.24
O 2.980 -5.506 -1.233 0.46 1.62 1.42
H 1.314 -4.831 0.026 2.80 0.38 -0.23
C -0.006 -2.422 5.094 -0.44 0.16 -1.09
C 3.161 -3.440 0.073 -0.35 -0.56 -2.43
C -2.078 5.353 1.631 2.25 1.16 1.31
O 6.186 0.346 -4.136 -1.46 0.01 -0.42
H -3.338 -3.530 0.468 -0.45 0.07 0.25
O -0.340 -1.881 -5.260 -0.55 -1.30 2.33
C -4.679 -0.188 0.161 0.62 -0.85 -0.71
H 1.950 2.422 -2.736 -1.04 -0.27 -0.69
H 6.106 -0.507 -5.997 -0.06 -0.06 0.09
H 8.010 3.431 1.893 0.05 0.34 0.00
H -6.384 2.296 0.049 0.70 0.29 0.68
C 6.351 0.544 1.504 -0.19 0.40 0.62
H -7.750 -0.141 0.579 0.58 0.28 -0.17
H 2.798 -5.431 0.897 0.11 0.09 -0.67
C 5.383 -0.068 -5.311 1.03 -0.77 0.41
O -5.302 -3.666 -1.691 -0.53 0.17 -0.40
O -3.479 0.234 -3.377 -0.57 0.89 -0.46
H -5.851 -3.775 0.246 -0.46 0.72 0.83
S -5.567 -2.990 3.040 -0.13 -2.05 0.98
H -1.026 6.919 -0.838 0.11 0.55 -0.20
C 3.560 4.046 -0.666 0.99 -2.93 -1.15
O -5.875 -0.738 -0.090 -0.37 0.30 0.12
H 5.047 2.896 0.419 1.05 -0.23 -0.23
H 9.136 4.168 3.073 0.64 0.12 -0.05
O -3.492 1.360 4.307 0.39 -0.19 -0.45
C 7.095 4.246 3.715 0.27 0.22 0.16
C -6.116 1.455 0.704 -1.80 -0.30 -2.19
N 1.760 -0.126 -0.246 -0.64 0.43 -0.04
O 5.161 -5.170 -2.464 -1.96 0.94 1.54
C -3.788 -4.302 -0.137 1.69 -2.17 0.06
O 6.083 5.149 3.216 0.73 0.96 -0.18
C -2.574 0.528 4.859 -0.38 1.42 -1.19
```
Positions in Å, forces in eV/Å.

Entry 3:
Density functional theory data (wB97M-V/def2-TZVPD) for 2 unconnected molecules or ions with the total composition C3H10OSi in a non-equilibrium geometry.

Properties
HOMO energy (alpha / beta) in eV: -8.4 / -7.1
Frontier orbital gap (alpha / beta) in eV: 8.582 / 7.434
E_LUMO (alpha / beta) in Ha: 0.005 / 0.011
Multiplicity: 1
Energy above the lowest of the compared OMol25 structures with the same formula, charge and spin in kcal per mole: 97.04

XYZ file:
```
15
Properties=species:S:1:pos:R:3:forces:R:3
C -2.471 -1.369 0.066 1.17 -0.85 -1.55
H 0.113 2.960 -0.815 -0.23 -0.56 0.63
H 0.968 2.888 0.682 -2.24 -1.03 -0.14
H 2.290 -1.597 -0.779 0.03 -0.14 -1.20
Si 0.108 0.634 -0.376 -0.71 -0.52 2.88
H 1.298 -2.010 0.502 -2.89 -4.32 1.87
H -3.073 -0.830 0.710 -0.93 1.31 1.32
H -0.988 2.847 0.494 0.54 -0.25 0.72
O 1.358 -0.154 0.367 -0.06 1.55 -0.03
H 0.341 0.679 -1.732 0.34 -0.15 -2.45
H 2.941 -1.369 0.748 0.36 -0.24 1.04
C 2.012 -1.405 0.229 1.87 3.85 -1.76
H -3.029 -1.607 -0.879 1.15 0.05 0.85
C -0.010 2.455 0.193 1.97 1.02 -1.46
H -1.859 -2.122 0.588 -0.35 0.29 -0.72
```
Positions in Å, forces in eV/Å.

Entry 4:
Density functional theory data (wB97M-V/def2-TZVPD) for a molecular structure, C20H32Cl2N3NdO3 in a non-equilibrium geometry.

Properties
HOMO energy (alpha / beta) in eV: -6.8 / -6.8
Frontier orbital gap (alpha / beta) in eV: 6.745 / 6.750
E_LUMO (alpha / beta) in Ha: -0.001 / -0.001
<S²>: 3.753
Multiplicity: 4
Energy above the lowest of the compared OMol25 structures with the same formula, charge and spin in kcal per mole: 84.89

XYZ file:
```
61
Properties=species:S:1:pos:R:3:forces:R:3
H -1.295 -2.835 2.249 0.21 0.22 0.47
C -1.108 -0.009 4.139 0.44 -0.13 -0.06
H -2.066 2.078 -3.394 -0.38 -0.19 0.01
C 0.634 -0.351 -2.919 0.28 0.29 0.31
H 3.287 -1.313 -0.728 -0.73 0.44 -1.17
C 3.740 0.102 -2.418 -0.47 -0.73 0.06
C 2.478 -3.461 2.061 -0.12 0.03 -0.14
H 4.530 -0.483 -2.849 0.57 -0.48 -0.36
Nd 0.009 1.101 0.329 1.88 -5.37 -0.76
H -0.543 6.218 0.124 0.17 0.24 -0.09
H 1.039 5.759 2.717 0.14 -0.06 0.11
H -0.047 -2.430 -1.514 0.33 -1.16 -0.89
O -1.924 0.729 1.574 -1.12 -0.97 0.43
H 3.171 -5.718 -0.400 -0.02 0.12 0.16
H 3.632 -5.286 2.019 -0.15 0.16 -0.17
C -4.445 -0.199 -2.547 -0.78 -0.56 -0.39
Cl 2.033 1.627 -1.321 -1.40 3.74 1.50
H 1.252 -1.685 1.792 0.28 -0.42 -0.29
C 1.983 -3.948 -0.649 0.53 -0.57 0.39
C -2.384 0.423 -1.531 0.52 1.90 -1.13
H 1.780 -4.109 -1.711 0.11 0.02 0.32
C 0.653 -1.888 -0.890 0.60 -1.09 -0.02
C 2.762 -4.832 0.085 0.16 -0.23 0.34
H 4.193 0.861 -1.758 -0.12 -0.58 -0.40
C 1.493 -1.026 -1.862 -0.03 -0.65 0.78
H -0.134 -2.414 3.563 -0.42 -0.01 -0.27
H -1.848 -2.777 3.967 0.25 0.03 -0.14
H -1.669 -0.282 5.046 0.09 0.09 -0.29
C 0.180 4.436 0.579 -0.65 -8.02 -0.78
N -1.494 -0.918 3.061 -0.17 -0.05 -0.11
C -1.178 -2.323 3.220 -0.35 -0.60 0.19
H -0.714 5.880 2.607 -0.13 -0.02 0.08
H -2.597 -1.180 1.318 0.63 -0.22 0.07
H 3.180 0.621 -3.213 0.56 -0.28 0.27
N 0.086 3.258 0.488 0.22 8.99 0.73
H 0.156 0.586 -2.553 0.65 -0.90 -0.41
C 2.799 -0.825 -1.627 0.77 -0.49 -0.01
H -0.189 -1.020 -3.183 0.12 -0.16 -0.37
H -3.304 1.286 -4.435 0.05 0.20 0.20
C 1.687 -2.574 1.329 0.17 -0.33 -0.12
H 2.661 -3.254 3.117 0.06 -0.13 -0.21
H 1.238 6.070 0.247 0.07 0.30 -0.20
C 1.469 -2.832 -0.024 -0.06 0.24 -0.90
H -3.804 2.523 -3.242 0.25 -0.14 -0.12
N -3.302 0.638 -2.465 0.60 -0.31 0.37
H -0.030 -0.135 4.319 -0.35 0.26 -0.01
H -5.356 0.410 -2.461 0.09 -0.29 0.00
C 0.287 5.788 0.691 0.13 2.96 0.44
C -3.093 1.707 -3.442 -0.62 -0.15 -0.18
H -4.445 -0.716 -3.517 -0.24 -0.03 0.26
H 1.249 -0.073 -3.780 -0.33 -0.13 -0.07
H -4.410 -0.937 -1.729 -0.15 0.27 -0.41
H 0.292 7.276 2.223 0.02 0.37 0.13
C 0.221 6.203 2.163 -0.01 0.04 -0.05
H -2.464 -0.494 -0.898 0.28 0.75 -0.33
C 3.018 -4.591 1.446 -0.08 -0.02 -0.30
O -0.195 -1.287 -0.031 -1.85 3.92 1.36
O -1.477 1.298 -1.500 -0.61 -1.28 1.26
C -2.005 -0.485 1.927 -0.13 1.33 0.12
Cl 1.645 0.789 2.354 0.14 0.22 0.58
H -1.315 1.024 3.837 0.10 -0.39 0.17
```
Positions in Å, forces in eV/Å.

Entry 5:
Density functional theory data (wB97M-V/def2-TZVPD) for 2 unconnected molecules or ions with the total composition C4H6O2.

Properties
HOMO energy in eV: -9.4
Frontier orbital gap in eV: 9.842
SMILES: OC1C=C1.C=O
E_LUMO in Ha: 0.017
Multiplicity: 1
Energy above the lowest of the compared OMol25 structures with the same formula, charge and spin in kcal per mole: 89.79

XYZ file:
```
12
Properties=species:S:1:pos:R:3:forces:R:3
O -0.343 0.704 -1.339 0.18 -0.19 -0.03
O 0.580 -1.901 -0.612 -0.55 -0.18 0.11
H -0.831 -3.056 0.253 0.06 0.05 -0.07
C -0.566 -2.143 -0.310 0.37 0.01 -0.07
H 0.245 -0.070 -1.306 -0.10 0.10 -0.04
H -0.547 2.457 -0.347 0.08 -0.14 0.05
C 1.138 1.310 0.616 -0.14 -0.09 0.10
H -0.448 0.389 1.994 0.09 0.09 -0.13
C 0.033 0.886 1.161 0.20 0.02 -0.03
H -1.387 -1.456 -0.580 0.07 -0.05 0.03
H 2.214 1.401 0.666 -0.17 0.01 0.01
C -0.088 1.479 -0.196 -0.10 0.39 0.07
```
Positions in Å, forces in eV/Å.

Entry 6:
Density functional theory data (wB97M-V/def2-TZVPD) for a molecular structure, CH6Si2.

Properties
HOMO energy (alpha / beta) in eV: -7.5 / -7.5
Frontier orbital gap (alpha / beta) in eV: 6.843 / 6.854
E_LUMO (alpha / beta) in Ha: -0.023 / -0.023
Multiplicity: 1
Energy above the lowest of the compared OMol25 structures with the same formula, charge and spin in kcal per mole: 16.63

XYZ file:
```
9
Properties=species:S:1:pos:R:3:forces:R:3
H -1.560 0.994 -1.200 0.09 0.25 -0.34
H 1.561 0.994 -1.201 -0.10 0.25 -0.34
Si -1.482 0.167 0.000 0.42 -0.63 0.00
H 0.000 -1.651 0.878 0.00 0.07 0.08
H 0.000 -1.651 -0.877 0.00 0.07 -0.08
Si 1.479 0.169 0.000 -0.42 -0.63 0.00
H -1.560 0.994 1.200 0.09 0.25 0.34
C -0.001 -1.009 0.000 0.01 0.14 0.00
H 1.561 0.994 1.201 -0.10 0.25 0.34
```
Positions in Å, forces in eV/Å.